Entry 1:
{"formula": "C5H9N3", "method": "wB97M-V/def2-TZVPD", "mol_weight_da": 111.148, "homo_ha": -0.313, "charge": 0, "gap_ev": 9.29, "relative_energy_kcal_mol": 120.8, "symbols": ["C", "C", "C", "C", "C", "H", "H", "H", "H", "H", "H", "H", "H", "H", "N", "N", "N"], "xyz": [[-0.1601, 0.4905, 0.4293], [-0.8830, -0.5228, 1.1529], [0.6818, -0.7155, 1.0364], [0.9668, -1.5726, -0.1244], [0.0804, 0.4368, -0.9641], [0.1654, 2.6824, -0.1025], [-1.4514, 2.3583, 1.0579], [-1.4959, -1.2309, 0.3973], [-1.4717, -0.3766, 2.0476], [1.5489, -0.3797, 1.7199], [0.6428, -2.7272, -0.0433], [2.0924, -1.5115, -0.2970], [0.1739, -1.2623, -2.0946], [-0.6201, 2.0573, -1.6251], [-0.2925, 1.9639, 0.5688], [0.1808, -0.9584, -1.1450], [-0.1585, 1.2684, -2.0140]], "forces_ev_per_a": [[0.61, 5.45, -0.13], [-1.00, -2.66, -1.41], [-0.79, 2.27, 2.26], [1.44, -2.64, -0.68], [-2.89, -2.24, -6.10], [-1.22, -2.32, 1.73], [5.23, -1.69, -2.24], [1.60, 1.37, 1.95], [0.57, 0.55, 0.28], [-2.10, -1.04, -0.53], [0.78, 2.53, 0.19], [-1.21, -0.40, -0.17], [0.36, -0.44, -0.45], [-0.30, 1.00, 0.25], [-3.62, 2.63, 4.14], [0.99, 1.38, -2.06], [1.54, -3.74, 2.99]]}



Entry 2:
{"formula": "C5H9N3", "method": "wB97M-V/def2-TZVPD", "mol_weight_da": 111.148, "homo_ha": -0.273, "charge": 0, "gap_ev": 8.54, "relative_energy_kcal_mol": 54.5, "smiles": "CNc1cc[nH]c1N", "symbols": ["C", "N", "C", "C", "C", "N", "C", "N", "H", "H", "H", "H", "H", "H", "H", "H", "H"], "xyz": [[-0.8780, -1.5175, -1.5037], [-1.4215, -0.4152, -0.6210], [-0.3199, 0.0556, 0.3773], [-0.0350, -0.4421, 1.6091], [1.0953, 0.2432, 1.9656], [1.4367, 1.1546, 1.0017], [0.5965, 0.9071, -0.0851], [0.5004, 1.6299, -1.2390], [-0.0483, -1.9128, -0.8102], [-1.6772, -2.1873, -1.6537], [-0.4266, -1.0864, -2.2749], [-2.2550, -0.6956, -0.0534], [-0.4857, -1.0901, 2.3220], [1.4517, 0.2920, 2.9317], [2.3981, 1.2098, 0.9780], [-0.2397, 1.2653, -1.8227], [0.3084, 2.5896, -1.1216]], "forces_ev_per_a": [[0.04, -0.13, 6.80], [0.83, 0.95, 2.18], [-4.73, -2.37, -4.94], [1.91, 0.23, 2.35], [-1.89, -0.42, -0.10], [-1.34, -0.75, -0.38], [0.02, 1.10, 1.71], [0.95, -0.25, -1.79], [-1.09, -0.53, -1.55], [-0.50, -1.01, -0.77], [1.50, 1.43, -3.73], [1.24, 0.07, -0.90], [-0.71, -0.50, -0.16], [1.31, 0.07, 1.65], [2.47, 1.11, -0.89], [-0.03, -0.24, 0.11], [0.03, 1.24, 0.42]]}



Entry 3:
{"formula": "C5H9N3", "method": "wB97M-V/def2-TZVPD", "mol_weight_da": 111.148, "homo_ha": -0.330, "charge": 0, "gap_ev": 10.02, "relative_energy_kcal_mol": 107.4, "symbols": ["C", "C", "C", "C", "C", "H", "H", "H", "H", "H", "H", "H", "H", "H", "N", "N", "N"], "xyz": [[0.0284, -0.5828, 0.1409], [-1.2949, -0.1116, 0.4967], [-1.1054, 1.3318, 0.0544], [0.1346, 0.5836, -0.7810], [1.1954, -0.3834, 1.1676], [1.0065, -2.1590, -0.9174], [-0.7619, -1.9493, -1.0120], [-2.0428, -0.6973, -0.1392], [-1.6694, -0.6073, 1.5224], [-1.8612, 1.8747, -0.4614], [-0.5014, 2.0008, 0.8020], [-0.4566, 0.4018, -1.7184], [2.0517, 1.9105, -0.8992], [1.5525, -1.0379, 2.0120], [0.0160, -1.9438, -0.4088], [1.6777, 0.8822, -0.6687], [2.0310, 0.4868, 0.8103]], "forces_ev_per_a": [[1.63, -1.89, -0.02], [-4.58, -2.92, 3.21], [4.55, 0.12, 1.86], [0.84, 1.94, -0.27], [-0.32, -0.69, -0.58], [-3.45, 0.68, 1.28], [-0.60, -0.54, -1.35], [0.82, 1.14, 0.17], [0.61, 2.06, -1.45], [-0.44, 0.21, -0.44], [-1.69, -1.16, -0.92], [2.03, -0.10, -0.01], [-1.42, -2.90, 1.08], [-1.22, 0.74, -0.64], [4.27, -0.04, 0.31], [-1.13, 2.22, 0.91], [0.08, 1.13, -3.17]]}



Entry 4:
{"formula": "C5H9N3", "method": "wB97M-V/def2-TZVPD", "mol_weight_da": 111.148, "homo_ha": -0.332, "charge": 0, "gap_ev": 9.90, "relative_energy_kcal_mol": 66.0, "smiles": "[H]/N=C(\\N)C(=C)CN=C", "symbols": ["H", "N", "C", "N", "C", "C", "C", "N", "C", "H", "H", "H", "H", "H", "H", "H", "H"], "xyz": [[3.1604, -0.8171, 1.1660], [2.1594, -0.9342, 1.0019], [1.6494, -0.1253, 0.1787], [2.2973, 0.8854, -0.4811], [0.0815, -0.4518, -0.3615], [-0.3180, -1.6881, -0.5514], [-0.5722, 0.8255, -0.1959], [-2.1713, 0.5780, -0.3677], [-2.9663, 0.3815, 0.5734], [1.8301, 1.4228, -1.1902], [3.2969, 0.9783, -0.3679], [-1.3682, -1.9117, -0.6651], [0.3951, -2.4947, -0.5012], [-0.4161, 1.2970, 0.7815], [-0.3814, 1.5085, -1.0276], [-2.6388, 0.2266, 1.6189], [-4.0379, 0.3194, 0.3892]], "forces_ev_per_a": [[-0.16, 0.37, 0.06], [-0.09, -0.48, 0.33], [-1.55, -1.92, -2.12], [-0.18, 0.22, 0.11], [4.48, 0.88, 2.32], [-0.16, 0.11, 0.12], [-5.47, -0.13, -0.18], [2.09, 1.19, -1.34], [0.81, -0.24, 1.21], [0.20, -0.10, 0.00], [-0.30, 0.12, -0.04], [-0.04, -0.03, -0.29], [0.07, -0.08, 0.02], [0.26, -0.13, -0.21], [0.12, 0.10, 0.29], [-0.13, 0.27, -0.11], [0.04, -0.16, -0.18]]}



Entry 5:
{"formula": "C5H9N3", "method": "wB97M-V/def2-TZVPD", "mol_weight_da": 111.148, "homo_ha": -0.292, "charge": 0, "gap_ev": 8.88, "relative_energy_kcal_mol": 215.0, "symbols": ["C", "C", "C", "C", "C", "H", "H", "H", "H", "H", "H", "H", "H", "H", "N", "N", "N"], "xyz": [[1.2903, -1.3817, 0.1702], [0.1345, 1.7620, -0.0495], [-1.2357, 0.8449, 0.0788], [-1.6055, -0.4654, -0.7394], [-0.2233, -0.7777, -0.1636], [1.8382, -1.9667, -0.5069], [1.4791, -1.6809, 1.2458], [2.8439, 0.0812, -0.6214], [0.1265, 3.0212, 0.3540], [-2.0791, 1.2636, 0.5253], [-2.2442, -0.8794, 0.0566], [-1.7990, -0.4833, -1.8136], [0.1966, -0.0741, -0.9740], [-1.3573, -0.7070, 1.5286], [1.8736, 0.1179, -0.1220], [1.3591, 1.4183, -0.0614], [-0.5977, -0.0929, 1.0925]], "forces_ev_per_a": [[-1.84, 3.99, 0.29], [-1.77, 3.20, 1.29], [1.69, -0.34, 1.47], [0.01, -0.01, 1.04], [3.22, -0.66, -0.97], [0.36, -0.99, -1.04], [-0.55, 0.50, -1.30], [-2.56, 0.51, 1.73], [-0.68, -3.87, -1.79], [-1.31, 1.76, 0.30], [-1.41, -0.39, -1.62], [-0.31, -0.16, 0.30], [-0.11, -1.16, 1.62], [1.10, 1.02, -0.75], [3.38, -1.40, -0.36], [0.81, -1.89, -0.23], [-0.03, -0.11, 0.00]]}



Entry 6:
{"formula": "C5H9N3", "method": "wB97M-V/def2-TZVPD", "mol_weight_da": 111.148, "homo_ha": -0.295, "charge": 0, "gap_ev": 8.78, "relative_energy_kcal_mol": 282.1, "symbols": ["C", "C", "C", "C", "C", "H", "H", "H", "H", "H", "H", "H", "H", "H", "N", "N", "N"], "xyz": [[0.6569, 1.3707, 0.8494], [0.4779, 0.5801, -0.5215], [1.0354, -0.6270, -0.9752], [-0.9986, -0.1450, 1.1500], [-1.0628, 0.2386, -0.2599], [1.2630, 0.5211, 1.3995], [1.1846, 2.6486, 0.8845], [-0.5598, 1.5179, 1.3225], [0.6099, -0.7456, -2.0916], [2.1473, -0.5158, -1.1970], [0.8101, -2.8176, 0.0499], [-1.3103, 0.6787, 2.1598], [-1.6041, -0.6443, -0.7980], [-0.5352, 0.9140, -2.3512], [0.4316, -1.5853, -0.0449], [-0.1022, -1.1559, 1.1931], [-0.7092, 1.3039, -1.2676]], "forces_ev_per_a": [[1.35, 2.45, 0.18], [-5.47, 5.34, 0.90], [1.09, -1.02, -3.53], [0.67, -0.76, 2.17], [-0.64, -1.27, -4.66], [-1.07, 2.63, 0.09], [-1.23, -4.32, -0.54], [5.13, 0.82, -1.69], [0.72, -0.28, 2.25], [-0.90, -0.98, 1.14], [-1.05, 5.60, -0.14], [0.17, -4.31, -2.46], [1.49, 1.32, 0.80], [-1.61, 0.64, 3.78], [1.15, -5.78, 1.17], [-2.29, 0.60, 1.29], [2.48, -0.68, -0.76]]}



Entry 7:
{"formula": "C5H9N3", "method": "wB97M-V/def2-TZVPD", "mol_weight_da": 111.148, "homo_ha": [-0.263, -0.260], "charge": 0, "gap_ev": [6.95, 6.97], "relative_energy_kcal_mol": 103.6, "smiles": "[H]/N=C(/C)N(C)C=C=N", "symbols": ["H", "N", "C", "C", "N", "C", "C", "C", "N", "H", "H", "H", "H", "H", "H", "H", "H"], "xyz": [[-0.6203, -0.5015, 2.1042], [0.2290, -0.9074, 1.7087], [0.4213, -0.4568, 0.5020], [1.5628, -1.0475, -0.2977], [-0.7060, 0.0146, -0.3250], [-1.9763, -0.6866, -0.4334], [-0.5110, 1.3240, -0.5948], [0.6002, 1.7241, 0.0898], [1.3655, 2.6162, 0.4087], [2.0548, -0.2973, -0.9179], [2.3242, -1.4596, 0.3668], [1.2072, -1.8546, -0.9436], [-1.7834, -1.7190, -0.7328], [-2.6140, -0.2031, -1.1785], [-2.5144, -0.6944, 0.5183], [-1.2404, 1.9106, -1.1428], [2.2009, 2.2383, 0.8681]], "forces_ev_per_a": [[-0.13, -0.21, -0.08], [0.36, 1.08, -0.93], [-1.03, -1.96, 0.53], [0.43, 0.38, -0.08], [0.09, -0.50, 0.28], [0.18, -0.03, 0.33], [-0.80, 0.31, 0.25], [-0.50, -0.69, -1.15], [0.99, 1.05, 1.77], [-0.14, -0.06, -0.12], [-0.25, 0.07, 0.11], [-0.11, 0.09, 0.05], [-0.07, 0.07, 0.03], [0.25, 0.01, 0.06], [-0.05, -0.01, -0.03], [0.40, -0.08, -0.51], [0.35, 0.48, -0.51]]}



Entry 8:
{"formula": "C5H9N3", "method": "wB97M-V/def2-TZVPD", "mol_weight_da": 111.148, "homo_ha": -0.713, "charge": 2, "gap_ev": 9.61, "relative_energy_kcal_mol": 63.6, "smiles": "CC#[N+]C(N)=[N+]1CC1", "symbols": ["C", "C", "N", "C", "N", "N", "C", "C", "H", "H", "H", "H", "H", "H", "H", "H", "H"], "xyz": [[1.3709, 2.9471, 0.6864], [0.5949, 1.8524, 0.6897], [0.0620, 0.8229, 0.6736], [-0.3227, -0.0244, -0.3493], [-0.4000, 0.4337, -1.6104], [-0.5786, -1.2430, -0.0004], [-0.6322, -2.6366, -0.3865], [-0.7024, -2.3066, 1.0007], [0.9247, 3.3800, -0.2495], [1.2310, 3.7053, 1.3389], [2.4447, 2.7048, 0.6077], [-0.5059, -0.1503, -2.3937], [-0.6466, 1.3700, -1.8056], [0.4202, -3.0234, -0.6387], [-1.5447, -3.0339, -0.8762], [-1.7101, -2.3026, 1.4426], [-0.0052, -2.4954, 1.8705]], "forces_ev_per_a": [[1.61, 0.32, -3.11], [-0.46, -1.90, 1.69], [-0.44, 0.84, -0.61], [-1.30, -2.81, -1.04], [0.68, 0.19, 1.83], [0.54, 0.79, 0.09], [1.62, -1.96, -2.02], [-0.96, 0.71, 4.07], [0.86, 0.29, -0.13], [-0.81, 2.28, 2.78], [-0.28, -0.01, -0.23], [-0.26, -1.33, -0.83], [-0.03, 1.19, 0.00], [-1.89, 0.50, -0.41], [0.89, 0.40, 0.02], [0.22, 0.17, -0.36], [0.01, 0.32, -1.74]]}



Entry 9:
{"formula": "C5H9N3", "method": "wB97M-V/def2-TZVPD", "mol_weight_da": 111.148, "homo_ha": [-0.727, -0.727], "charge": 2, "gap_ev": [7.47, 7.47], "relative_energy_kcal_mol": 114.7, "smiles": "Cn1[n+]#ccc1C[NH3+]", "symbols": ["C", "N", "N", "C", "C", "C", "C", "N", "H", "H", "H", "H", "H", "H", "H", "H", "H"], "xyz": [[1.2949, -1.9355, 0.4500], [0.3290, -1.3005, -0.4342], [-0.3134, -2.0204, -1.3348], [-1.1031, -1.2024, -1.8941], [-1.1533, 0.1128, -1.5227], [-0.1962, -0.0130, -0.4822], [0.3731, 1.0563, 0.4078], [-0.7518, 1.9787, 0.8581], [0.7329, -2.5905, 1.0426], [2.0424, -2.3577, -0.2331], [1.8280, -1.1080, 1.1297], [-1.8591, 0.9023, -1.8403], [1.0922, 1.6184, -0.2091], [0.7937, 0.4687, 1.2625], [-1.5291, 1.4266, 1.1796], [-1.2851, 2.3525, 0.0527], [-0.2951, 2.6118, 1.5677]], "forces_ev_per_a": [[2.20, 2.65, 0.32], [-1.57, 2.38, -0.45], [-2.69, 0.47, -2.89], [3.55, -2.21, 2.82], [-1.37, 0.52, -0.28], [0.65, -0.47, -0.02], [-0.61, -0.93, -0.75], [1.12, -0.56, -0.48], [-0.25, -1.33, 0.93], [-0.10, -0.31, 0.69], [-1.19, -2.00, -1.63], [0.89, -0.42, 0.21], [0.01, 0.10, 0.85], [-0.18, 1.38, -0.42], [-0.20, -0.59, 1.72], [1.23, 1.30, 0.24], [-1.49, 0.01, -0.86]]}



Entry 10:
{"formula": "C5H9N3", "method": "wB97M-V/def2-TZVPD", "mol_weight_da": 111.148, "homo_ha": -0.721, "charge": 2, "gap_ev": 8.67, "relative_energy_kcal_mol": 75.7, "symbols": ["C", "C", "C", "C", "C", "N", "N", "N", "H", "H", "H", "H", "H", "H", "H", "H", "H"], "xyz": [[-0.3952, 1.8965, 0.0090], [0.4576, 0.6751, 0.0226], [-1.6138, -0.3929, 0.0065], [-2.7874, -1.1285, -0.0086], [2.6932, -0.3776, -0.0184], [-1.6277, 1.7911, -0.0229], [-0.3210, -0.4830, 0.0368], [1.7456, 0.6895, -0.0004], [0.0694, 2.8839, 0.0196], [-3.3597, -0.8887, -0.9284], [-3.4901, -0.7418, 0.7552], [-2.6698, -2.2155, 0.0892], [2.2585, -1.3590, -0.1940], [3.4521, -0.1756, -0.7833], [3.2409, -0.3976, 0.9331], [0.1579, -1.3911, 0.0801], [2.1896, 1.6150, 0.0040]], "forces_ev_per_a": [[0.89, 0.18, 0.03], [0.64, 0.52, -0.06], [1.04, 5.39, -0.07], [-1.22, -1.22, 0.03], [1.43, -1.21, 0.16], [-1.06, -3.67, 0.02], [0.07, -1.36, 0.02], [-1.32, 0.89, 0.03], [0.03, 0.07, -0.01], [0.30, 0.04, -0.03], [0.31, 0.04, 0.06], [0.02, 0.12, -0.03], [-0.10, 0.12, -0.06], [-0.30, 0.00, -0.04], [-0.24, 0.05, -0.04], [-0.16, 0.10, -0.02], [-0.32, -0.05, 0.00]]}